# 1
This record from the OMol25 dataset describes a cluster of 2 separate species, C3H9N in total at a distorted geometry. The level of theory is ωB97M-V/def2-TZVPD.

The calculation puts the relative energy (zero: lowest compared OMol25 entry of this formula, charge and spin) at 40.6 kcal/mol. As for the SMILES: C=N.CC. The spin multiplicity is 1. The calculation puts the largest force on an atom at 4.59 eV/Å. The orbital gap is 11.47 eV. The LUMO energy is 1.05 eV. The calculated total energy is -174.3883 a.u. As for the HOMO energy: -10.421 eV.

Positions of all 13 atoms, in Å:
C  2.72010  -2.92457  1.04328
N  2.49425  -3.24102  -0.22321
H  3.11892  -1.99094  1.26334
H  2.75713  -3.64531  1.84712
H  2.48372  -4.27527  -0.27412
C  -1.02490  1.97189  -0.82414
C  -2.35372  1.98706  -0.06655
H  -1.18452  1.89065  -1.99702
H  -0.42659  1.06200  -0.57374
H  -0.51760  3.00983  -0.70494
H  -2.19942  2.31610  0.97453
H  -2.96200  2.79674  -0.53021
H  -2.90538  1.04283  0.06566



# 2
This record from the OMol25 dataset describes a cluster of 5 separate species, H12NO4 in total at a distorted geometry. The level of theory is ωB97M-V/def2-TZVPD.

The calculation puts the relative energy (zero: lowest compared OMol25 entry of this formula, charge and spin) at 47.5 kcal/mol. The spin multiplicity is 1. The calculation puts the largest force on an atom at 6.50 eV/Å. The net charge is +1. The orbital gap is 11.84 eV. The LUMO energy is -3.24 eV. The calculated total energy is -362.6421 a.u. As for the HOMO energy: -15.085 eV.

Positions of all 17 atoms, in Å:
N  0.71535  0.26750  0.63411
H  0.68481  1.18164  0.13476
H  1.38714  -0.17491  0.16212
H  -0.22219  -0.16182  0.47776
H  0.78084  0.40078  1.59255
H  -2.77702  0.82704  -1.08771
H  -3.03474  -0.26839  -0.01295
O  -2.51183  0.00470  -0.69159
H  0.45081  -1.86287  2.10758
H  -0.92411  -1.54983  2.81791
O  -0.19983  -1.10836  2.27846
H  0.07970  -2.70590  -1.68709
H  1.24447  -2.37163  -2.35794
O  1.01553  -2.78516  -1.59872
H  1.43574  3.27690  -1.56867
H  0.96852  3.92759  -0.35115
O  0.90682  3.10269  -0.84944



# 3
This record from the OMol25 dataset describes a cluster of 2 separate species, C9H15BF2N2O4 in total at a distorted geometry. The level of theory is ωB97M-V/def2-TZVPD.

The spin multiplicity is 1. The calculation puts the largest force on an atom at 1.31 eV/Å. The orbital gap is 6.98 eV. The LUMO energy is -1.46 eV. The calculated total energy is -987.1570 a.u. As for the HOMO energy: -8.440 eV.

Positions of all 33 atoms, in Å:
C  0.97369  1.17265  0.16446
C  0.04909  0.02326  0.44224
N  0.08921  -0.55058  1.57884
C  -0.87771  -0.44926  -0.65992
C  -2.27959  0.11912  -0.53282
C  -2.46339  1.63824  -0.75006
C  -3.10580  2.22113  0.54714
C  -2.70680  1.17460  1.57577
N  -2.94555  -0.08743  0.80176
H  1.94674  0.70520  0.03817
H  0.75252  1.69222  -0.76108
H  1.04458  1.84860  1.01080
H  -0.46444  -1.40774  1.59395
H  -0.92552  -1.53729  -0.62911
H  -0.51298  -0.16002  -1.64151
H  -2.88147  -0.40007  -1.27832
H  -3.03256  1.87560  -1.63962
H  -1.48739  2.10282  -0.85855
H  -4.17988  2.33872  0.45947
H  -2.58455  3.13783  0.79030
H  -1.63833  1.26332  1.72954
H  -3.23418  1.14136  2.52066
H  -2.77520  -0.96366  1.29330
H  -3.94217  -0.10391  0.58630
B  3.66450  -2.96154  -0.94694
O  4.84104  -2.63426  -0.08385
C  5.05524  -1.33547  -0.08130
O  5.90552  -0.74762  0.52651
C  3.98886  -0.68029  -0.97427
O  3.83897  0.49958  -1.17025
O  3.21615  -1.62345  -1.46136
F  2.64333  -3.53071  -0.19553
F  4.02806  -3.78100  -1.99471



# 4
This record from the OMol25 dataset describes an isolated molecule of C4H10N2O at a distorted geometry. The level of theory is ωB97M-V/def2-TZVPD.

The calculation puts the relative energy (zero: lowest compared OMol25 entry of this formula, charge and spin) at 36.7 kcal/mol. As for the SMILES: CC(C)NC(N)=O. The spin multiplicity is 1. The calculation puts the largest force on an atom at 6.38 eV/Å. The orbital gap is 9.93 eV. The LUMO energy is 0.75 eV. The calculated total energy is -343.1430 a.u. As for the HOMO energy: -9.184 eV.

Positions of all 17 atoms, in Å:
C  -0.26977  0.31403  1.80114
C  0.73770  0.30638  0.65499
C  1.74471  -0.87647  0.66592
N  0.11072  0.41088  -0.70499
C  -1.05279  -0.10798  -1.28151
N  -1.58367  0.20236  -2.49749
O  -1.89432  -0.84411  -0.61012
H  0.36714  0.01648  2.77363
H  -1.03234  -0.50005  1.77093
H  -0.64876  1.35671  1.96282
H  1.12539  1.35232  0.66226
H  2.36857  -0.76397  -0.13012
H  2.16289  -0.93468  1.63048
H  1.12375  -1.72297  0.53957
H  0.43117  1.16912  -1.31698
H  -1.21194  0.82418  -3.22412
H  -2.47843  -0.20223  -2.69641



# 5
This record from the OMol25 dataset describes an isolated molecule of C4H7NOS2 at a distorted geometry. The level of theory is ωB97M-V/def2-TZVPD.

The calculation puts the relative energy (zero: lowest compared OMol25 entry of this formula, charge and spin) at 49.6 kcal/mol. As for the SMILES: S/N=C/OC[C@H]1CS1. The spin multiplicity is 1. The calculation puts the largest force on an atom at 1.91 eV/Å. The orbital gap is 9.42 eV. The LUMO energy is 0.78 eV. The calculated total energy is -1082.9157 a.u. As for the HOMO energy: -8.635 eV.

Positions of all 15 atoms, in Å:
S  3.16555  -0.90546  -0.06750
N  1.61954  -0.25745  0.20377
C  1.55326  0.98377  -0.11135
O  0.43303  1.69389  -0.20655
C  -0.82195  1.16791  0.37592
C  -1.35114  0.09352  -0.51458
C  -1.27186  -1.26943  -0.04244
S  -2.97156  -0.67680  -0.00162
H  2.75002  -2.11382  0.17121
H  2.45272  1.64502  -0.36143
H  -1.46744  2.08321  0.39430
H  -0.74347  0.74042  1.40024
H  -1.36757  0.29715  -1.55978
H  -0.90078  -1.38932  0.97880
H  -1.07833  -2.09261  -0.65902



# 6
This record from the OMol25 dataset describes a structure of composition C34H31N6O5SSeW at a distorted geometry. The level of theory is ωB97M-V/def2-TZVPD.

The expectation value of S² is 2.0159. The spin multiplicity is 3. The calculation puts the largest force on an atom at 2.22 eV/Å. The net charge is +1. The orbital gap (spin up / spin down) is 5.14 / 6.22 eV. The LUMO energy (spin up / spin down) is -3.91 / -4.00 eV. The calculated total energy is -4885.6068 a.u. As for the HOMO energy (spin up / spin down): -9.045 / -10.215 eV.

Positions of all 79 atoms, in Å:
W  -0.65147  -1.06799  0.03757
C  -1.97164  -0.85784  4.31049
C  -1.84954  -1.21147  2.87109
N  -1.19352  -0.48471  2.02342
N  -0.86792  0.79083  2.38947
C  -0.35024  1.43728  1.38198
O  -0.03758  0.79790  0.27894
C  -0.21181  2.88999  1.45042
C  -0.85424  3.60193  2.46727
C  -0.79820  4.98229  2.47445
C  -0.09791  5.65531  1.48002
C  0.53648  4.94984  0.46752
C  0.48694  3.56699  0.45116
C  -2.44431  -2.39348  2.28443
C  -3.10368  -3.35612  3.04282
C  -3.59725  -4.48448  2.42710
C  -3.48548  -4.57646  1.04673
C  -2.87202  -3.55117  0.35655
N  -2.31319  -2.49079  0.94170
H  -1.51397  0.11128  4.48119
H  -1.45979  -1.61061  4.91429
H  -3.01685  -0.82396  4.61922
H  -1.39318  3.05475  3.22662
H  -1.30676  5.54295  3.24705
H  -0.04276  6.73580  1.49920
H  1.06796  5.48442  -0.30850
H  0.99167  3.00522  -0.32616
H  -3.16953  -3.21930  4.11275
H  -4.06147  -5.27364  3.00204
H  -3.87657  -5.42549  0.50543
H  -2.83424  -3.59040  -0.72154
O  0.29002  -4.71941  -1.84003
C  -0.26742  -3.56518  -1.51743
O  0.01197  -3.00615  -0.38847
C  -1.22613  -2.93926  -2.32039
C  -1.84219  -3.40361  -3.50010
C  -2.89521  -2.69982  -4.01628
C  -3.34478  -1.52422  -3.37088
C  -2.68053  -1.10272  -2.25417
N  -1.63469  -1.76561  -1.73295
C  -3.01461  0.08752  -1.39336
O  -3.80425  0.93739  -1.68843
O  -2.30707  0.03854  -0.27969
H  0.92401  -4.97657  -1.15709
H  -1.47471  -4.31808  -3.94413
H  -3.41312  -3.05421  -4.89662
H  -4.19161  -0.96115  -3.73414
C  3.59624  4.54886  -3.39599
C  3.02460  3.25092  -2.89616
C  3.82690  2.30246  -2.27801
C  3.33055  1.07637  -1.84974
C  4.25981  0.06987  -1.22476
C  1.97631  0.80213  -2.05617
Se  1.29973  -0.95533  -1.53647
C  1.13855  1.73448  -2.68722
C  -0.30431  1.43895  -2.99117
C  1.67909  2.95304  -3.07984
H  4.61702  4.69082  -3.04614
H  2.98906  5.39366  -3.07000
H  3.60514  4.54626  -4.48731
H  4.88147  2.51212  -2.13536
H  5.26006  0.48507  -1.11959
H  4.30489  -0.82366  -1.84937
H  3.90297  -0.24902  -0.24331
H  -0.86527  1.26539  -2.07677
H  -0.37879  0.55027  -3.62261
H  -0.76326  2.27589  -3.51573
H  1.03352  3.67893  -3.56291
S  0.54735  -3.71557  2.62449
C  1.36449  -2.28153  2.51213
N  2.29498  -2.05733  3.50983
C  3.01033  -0.93249  3.63970
C  2.88118  0.02027  2.68175
C  1.99931  -0.22916  1.63580
N  1.19874  -1.29479  1.54550
H  2.39097  -2.81529  4.17178
H  3.66437  -0.85372  4.49600
H  3.45162  0.93506  2.70460
H  1.94475  0.46073  0.80251